Below is a molecular structure, C8H11ClFeP2S, with properties calculated with ωB97M-V with the def2-TZVPD basis set.

<S²>: 6.09
Frontier orbital gap (alpha / beta), Ha: 0.219 / 0.129
Maximum force, eV Å⁻¹: 5.285
Electronic energy, eV: -84767.211
Molar mass, g/mol: 292.49

```
! wB97M-V def2-TZVPD RIJCOSX def2/J DEFGRID3
* xyz 2 5
S 0.2145 2.7261 -4.2986
P -1.3520 2.2352 -3.2127
P -0.6522 1.0434 -1.5108
Cl -1.5223 -0.9329 -1.6634
C -1.2557 1.7583 0.1658
C -0.7537 0.9245 1.4850
C 0.3634 -0.2385 1.1913
C -0.0927 -1.8060 1.5201
C 0.9248 -3.0825 1.3158
C 2.4264 -2.7713 0.7214
C 2.9710 -1.2434 0.3689
C 1.8949 -0.0100 0.6455
H -2.0030 3.4017 -2.6734
H -2.2381 1.3717 -3.9789
H -0.7897 2.8528 0.2651
H -2.4468 1.8316 0.1978
H -0.2874 1.6407 2.3068
H -1.7217 0.3914 1.9360
H -1.1869 -2.0213 1.9157
H 0.5441 -4.1712 1.5985
H 3.1853 -3.6683 0.5228
H 4.0513 -1.0369 -0.0533
H 2.2035 1.1182 0.4105
Fe -2.4771 -0.3133 0.8240
*
```

Below is a gas-phase ion, C8H11ClN4O2 (charge +2), with properties calculated with ωB97M-V with the def2-TZVPD basis set.

Frontier orbital gap (alpha / beta), Ha: 0.230 / 0.281
Maximum force, eV Å⁻¹: 5.110
Electronic energy, eV: -31024.015
Molar mass, g/mol: 230.66

```
! wB97M-V def2-TZVPD RIJCOSX def2/J DEFGRID3
* xyz 2 1
C -0.5861 1.2412 -0.5058
C -3.5243 -0.2260 0.8283
C 0.7628 1.2034 -1.2140
C 1.9242 1.3969 -0.2471
C 0.6605 0.2316 1.5310
C -0.5231 0.0670 0.5378
C 1.9480 0.3373 0.9081
C -2.8627 -1.6830 -1.0227
N -1.3858 -0.8281 0.5763
N -1.5752 1.8799 -0.5968
N -2.6526 -0.8320 0.0878
N 2.3782 -0.8932 0.2231
O 1.6870 -1.6731 -0.3006
O 3.7050 -1.0837 0.0910
Cl -5.0703 0.0996 0.5285
H 0.5459 0.1826 -1.6574
H 0.8716 1.8775 -2.1608
H 2.8114 1.5624 -0.8656
H 1.7418 2.3964 0.2271
H 0.3009 0.9796 2.3297
H 0.7803 -0.5629 2.2355
H 4.1924 -0.4726 0.5508
H 2.6583 0.6016 1.7216
H -3.5573 -2.5355 -0.7393
H -1.9088 -2.1318 -1.2619
H -3.3221 -1.1352 -1.8047
*
```